# 1
DFT (ωB97M-V/def2-TZVPD) results for a cluster of 11 separate species, C25H72N8O11 in total.

```
116
C25H72N8O11 (ωB97M-V/def2-TZVPD)
N 3.75 -3.52 1.92
C 2.60 -2.93 1.46
N 1.70 -3.76 0.88
O 2.40 -1.73 1.67
H 3.96 -4.47 1.67
H 4.49 -2.90 2.17
H 0.77 -3.45 0.63
H 1.90 -4.74 0.80
N -1.69 -1.39 -4.21
C -0.44 -1.89 -3.90
N 0.61 -1.28 -4.53
O -0.26 -2.71 -3.00
H -2.40 -1.59 -3.52
H -1.74 -0.59 -4.81
H 0.49 -0.52 -5.18
H 1.54 -1.48 -4.20
N 0.26 -1.24 -0.69
C -0.26 -0.14 -0.10
N 0.54 0.41 0.84
O -1.38 0.30 -0.39
H -0.27 -1.72 -1.39
H 1.16 -1.57 -0.37
H 0.21 1.22 1.35
H 1.31 -0.15 1.18
N 3.83 0.80 1.64
C 5.00 1.52 1.67
N 4.91 2.71 0.99
O 5.99 1.18 2.29
H 3.77 -0.08 2.11
H 3.10 1.22 1.08
H 4.10 2.85 0.40
H 5.59 3.42 1.15
C -0.62 3.92 4.17
C -0.11 4.41 2.83
C 1.30 4.96 2.93
O -0.07 3.33 1.87
H 0.07 3.27 4.71
H -1.56 3.37 4.09
H -0.86 4.75 4.84
H -0.78 5.16 2.42
H 1.52 5.59 2.06
H 2.05 4.19 3.04
H 1.36 5.66 3.77
H -0.99 3.04 1.72
C 3.14 -0.63 -1.94
C 3.77 0.24 -3.00
C 5.09 0.86 -2.55
O 3.96 -0.55 -4.18
H 2.80 0.00 -1.12
H 3.90 -1.32 -1.55
H 2.31 -1.22 -2.31
H 3.06 1.07 -3.19
H 5.44 1.54 -3.32
H 5.81 0.04 -2.46
H 5.06 1.29 -1.55
H 4.25 0.03 -4.89
C -1.39 -0.03 3.61
C -2.75 -0.13 4.26
C -3.81 0.66 3.53
O -3.17 -1.51 4.30
H -0.65 -0.60 4.19
H -1.04 1.00 3.61
H -1.35 -0.48 2.61
H -2.71 0.22 5.30
H -3.50 1.68 3.34
H -4.76 0.72 4.07
H -4.03 0.17 2.57
H -2.39 -2.06 4.16
C 0.92 3.05 -1.95
C 2.04 3.75 -1.18
C 1.76 5.24 -1.04
O 2.16 3.11 0.08
H -0.02 3.14 -1.39
H 1.12 1.98 -2.00
H 0.75 3.45 -2.95
H 2.99 3.58 -1.70
H 1.45 5.63 -2.01
H 2.65 5.78 -0.70
H 0.93 5.36 -0.34
H 1.34 3.22 0.59
C -0.43 -7.24 -1.10
C -0.09 -5.99 -1.88
C -0.71 -6.06 -3.28
O -0.66 -4.89 -1.16
H -0.22 -7.08 -0.04
H 0.15 -8.11 -1.43
H -1.49 -7.45 -1.21
H 0.99 -5.83 -1.99
H -1.80 -6.00 -3.17
H -0.55 -7.06 -3.71
H -0.35 -5.32 -3.99
H -0.86 -4.18 -1.79
C -3.40 -2.53 0.94
C -3.20 -2.70 -0.55
C -4.09 -3.75 -1.18
O -3.46 -1.44 -1.21
H -3.39 -3.51 1.43
H -4.37 -2.08 1.19
H -2.63 -1.88 1.35
H -2.15 -2.95 -0.75
H -3.80 -3.85 -2.23
H -5.15 -3.51 -1.17
H -3.94 -4.72 -0.71
H -2.74 -0.84 -0.95
C -3.82 4.33 0.76
C -3.74 2.84 0.46
C -3.75 2.54 -1.02
O -2.53 2.38 1.06
H -2.87 4.87 0.64
H -4.05 4.47 1.83
H -4.57 4.84 0.16
H -4.57 2.37 1.00
H -3.67 1.45 -1.14
H -2.91 2.98 -1.54
H -4.70 2.82 -1.48
H -2.45 1.43 0.91
```

Kohn-Sham gap ... 9.5886 eV
E_HOMO ... -9.25 eV
Multiplicity ... 1
E_LUMO ... 0.34 eV
Energy above the lowest of the compared OMol25 structures with the same formula, charge and spin ... 0.0 kcal/mol
SMILES ... NC(N)=O.NC(N)=O.NC(N)=O.NC(N)=O.CC(C)O.CC(C)O.CC(C)O.CC(C)O.CC(C)O.CC(C)O.CC(C)O
Strongest force on any atom ... 0.0295 hartree/bohr

# 2
DFT (ωB97M-V/def2-TZVPD) results for a structure of composition C25H73Br3N12O4P4.

```
121
C25H73Br3N12O4P4 (ωB97M-V/def2-TZVPD)
C -1.28 -0.61 -0.12
Br -0.45 0.44 -1.52
Br -2.43 0.48 1.02
Br -0.05 -1.61 1.03
H -1.90 -1.37 -0.58
O 3.50 3.67 3.00
P 2.51 4.04 1.96
N 2.01 5.64 2.01
C 1.45 6.33 0.85
C 2.27 6.49 3.18
N 1.12 3.11 2.07
C 1.05 1.84 2.78
C 0.17 3.20 0.96
N 3.08 3.89 0.38
C 4.03 4.86 -0.11
C 3.19 2.58 -0.23
H 1.30 5.62 0.04
H 2.26 6.98 0.47
H 0.62 6.98 1.11
H 1.48 7.22 3.29
H 3.25 6.97 3.01
H 2.39 5.85 4.05
H 0.05 1.66 3.16
H 1.33 1.02 2.11
H 1.71 1.86 3.65
H -0.37 4.14 1.00
H 0.66 3.14 -0.01
H -0.59 2.42 1.02
H 3.56 5.41 -0.94
H 4.33 5.63 0.60
H 4.93 4.42 -0.55
H 3.05 2.60 -1.31
H 2.47 1.86 0.16
H 4.21 2.22 -0.05
O 1.87 -3.13 6.62
P 2.04 -2.40 5.34
N 2.29 -3.46 4.05
C 2.84 -4.76 4.39
C 2.65 -2.99 2.72
N 3.33 -1.33 5.36
C 4.34 -1.45 6.40
C 3.60 -0.32 4.35
N 0.76 -1.42 4.85
C -0.46 -2.12 4.41
C 0.49 -0.23 5.66
H 3.91 -4.73 4.63
H 2.63 -5.49 3.60
H 2.28 -5.17 5.24
H 3.72 -2.73 2.68
H 2.10 -2.08 2.48
H 2.38 -3.75 1.99
H 4.73 -2.46 6.48
H 5.15 -0.73 6.25
H 3.96 -1.15 7.38
H 4.50 -0.63 3.80
H 2.75 -0.27 3.67
H 3.80 0.70 4.70
H -0.21 -2.94 3.74
H -0.96 -2.54 5.29
H -1.13 -1.39 3.95
H 1.33 0.47 5.62
H 0.21 -0.56 6.67
H -0.40 0.28 5.26
O 0.65 0.79 -7.48
P 0.65 2.05 -6.71
N -0.81 2.87 -6.58
C -1.94 2.26 -5.90
C -1.23 3.76 -7.64
N 1.67 3.21 -7.39
C 2.51 2.87 -8.53
C 1.93 4.47 -6.70
N 1.08 1.89 -5.09
C 2.06 0.88 -4.69
C 0.78 2.87 -4.06
H -1.59 1.64 -5.07
H -2.54 1.64 -6.56
H -2.51 3.08 -5.46
H -1.76 4.62 -7.23
H -1.97 3.30 -8.31
H -0.42 4.12 -8.27
H 2.25 3.46 -9.42
H 3.55 3.03 -8.25
H 2.32 1.86 -8.87
H 2.44 4.27 -5.75
H 2.69 5.04 -7.25
H 1.02 5.08 -6.71
H 2.27 0.32 -5.60
H 3.00 1.39 -4.42
H 1.72 0.31 -3.83
H 0.37 2.29 -3.21
H 0.01 3.61 -4.23
H 1.71 3.34 -3.73
O -2.78 -4.30 0.95
P -4.14 -4.61 0.46
N -5.24 -3.34 0.39
C -6.49 -3.37 -0.34
C -4.97 -2.16 1.19
N -4.90 -5.77 1.39
C -4.17 -7.02 1.55
C -5.77 -5.41 2.51
N -4.15 -5.22 -1.11
C -5.04 -6.27 -1.56
C -2.94 -4.94 -1.90
H -6.40 -3.70 -1.38
H -6.88 -2.35 -0.36
H -7.22 -4.05 0.09
H -5.50 -2.15 2.14
H -5.19 -1.21 0.69
H -3.90 -2.10 1.39
H -3.44 -6.94 2.36
H -4.85 -7.85 1.80
H -3.65 -7.32 0.64
H -5.35 -4.59 3.09
H -6.75 -5.12 2.14
H -5.89 -6.27 3.16
H -4.92 -7.18 -0.96
H -6.09 -5.97 -1.48
H -4.84 -6.56 -2.59
H -2.98 -5.51 -2.83
H -2.05 -5.40 -1.45
H -2.87 -3.88 -2.10
```

Kohn-Sham gap ... 7.9090 eV
E_HOMO ... -8.14 eV
Multiplicity ... 1
E_LUMO ... -0.23 eV
Energy above the lowest of the compared OMol25 structures with the same formula, charge and spin ... 0.0 kcal/mol
Strongest force on any atom ... 0.0388 hartree/bohr